# 1
{"formula": "C3H8NS", "method": "wB97M-V/def2-TZVPD", "total_energy_ev": -15565.11069, "spin_multiplicity": 1, "total_charge": -1, "homo_lumo_gap_ev": 6.35, "de_lowest_kcal_mol": 44.54, "elements": ["C", "S", "H", "H", "H", "C", "C", "N", "H", "H", "H", "H", "H"], "coordinates": [[2.47, -0.52, -0.07], [1.80, 0.61, 1.29], [2.13, 0.01, -0.97], [3.51, -0.80, 0.00], [1.73, -1.33, -0.05], [-1.87, -0.14, 0.86], [-0.95, 0.60, -1.13], [-1.72, -0.26, -0.65], [-2.59, -0.92, 1.16], [-2.28, 0.85, 1.02], [-0.89, -0.34, 1.31], [-1.08, 0.98, -2.17], [-0.26, 1.25, -0.59]], "nbo_charge": [-0.742, -0.778, 0.183, 0.182, 0.187, -0.466, -0.070, -0.426, 0.173, 0.185, 0.253, 0.133, 0.186]}

---

# 2
{"formula": "NO4S", "method": "wB97M-V/def2-TZVPD", "total_energy_ev": -20514.40931, "spin_multiplicity": 1, "total_charge": -1, "homo_lumo_gap_ev": [8.76, 8.76], "smiles": "O=NS(=O)(=O)[O-]", "de_lowest_kcal_mol": 9.15, "elements": ["N", "O", "O", "O", "O", "S"], "coordinates": [[0.93, 0.68, -0.13], [-1.35, 0.34, -1.20], [1.80, -0.18, 0.25], [-0.88, 0.69, 1.17], [-0.34, -1.51, 0.02], [-0.62, -0.11, -0.04]], "nbo_charge": [-0.119, -0.999, -0.340, -0.976, -0.971, 2.405]}

---

# 3
{"formula": "C5H11N", "method": "wB97M-V/def2-TZVPD", "total_energy_ev": -6852.79280, "spin_multiplicity": 1, "homo_lumo_gap_ev": 10.88, "smiles": "C=NCCCC", "de_lowest_kcal_mol": 16.97, "elements": ["C", "C", "C", "N", "C", "C", "H", "H", "H", "H", "H", "H", "H", "H", "H", "H", "H"], "coordinates": [[2.50, 0.53, 0.16], [1.22, -0.29, 0.27], [-0.01, 0.60, 0.51], [-1.45, -0.96, -0.63], [-1.35, -0.14, 0.56], [-2.46, -0.81, -1.37], [2.44, 1.24, -0.67], [3.37, -0.11, -0.01], [2.68, 1.11, 1.07], [1.06, -0.86, -0.65], [1.31, -1.03, 1.08], [-0.07, 1.32, -0.31], [0.13, 1.18, 1.43], [-1.42, -0.78, 1.45], [-2.17, 0.60, 0.62], [-3.31, -0.16, -1.12], [-2.50, -1.34, -2.32]], "nbo_charge": [-0.602, -0.402, -0.392, -0.391, -0.245, -0.057, 0.200, 0.209, 0.198, 0.218, 0.193, 0.194, 0.201, 0.199, 0.167, 0.138, 0.172]}

---

# 4
{"formula": "C6H6N3OS2", "method": "wB97M-V/def2-TZVPD", "total_energy_ev": -34496.52150, "spin_multiplicity": 1, "total_charge": 1, "homo_lumo_gap_ev": 7.80, "elements": ["C", "C", "C", "C", "C", "C", "N", "N", "N", "O", "S", "S", "H", "H", "H", "H", "H", "H"], "coordinates": [[-1.26, 1.02, -0.97], [-0.44, 2.12, -0.80], [-0.93, -0.14, -0.40], [0.74, 1.88, -0.10], [0.27, -0.36, 0.23], [0.85, -1.62, 0.65], [1.11, 0.67, 0.30], [0.31, -2.69, 0.16], [1.95, -1.71, 1.47], [1.06, -5.25, -0.43], [2.49, -3.29, 1.79], [0.79, -4.09, 0.66], [-2.28, 1.02, -1.50], [-0.69, 3.12, -1.28], [-1.77, -0.85, -0.47], [1.45, 2.72, 0.07], [2.59, -0.96, 1.66], [-0.42, -4.50, 1.42]], "nbo_charge": [-0.175, -0.179, -0.174, 0.041, 0.057, 0.512, -0.394, -0.754, -0.700, -0.721, 0.411, 1.438, 0.251, 0.258, 0.242, 0.223, 0.483, 0.183]}

---

# 5
{"formula": "C33H48O27", "method": "wB97M-V/def2-TZVPD", "total_energy_ev": -90276.27695, "spin_multiplicity": 1, "homo_lumo_gap_ev": 10.40, "smiles": "C[C@H]1COC(=O)O1.C[C@H]1COC(=O)O1.C[C@H]1COC(=O)O1.C[C@H]1COC(=O)O1.C[C@H]1COC(=O)O1.C[C@H]1COC(=O)O1.O=C1OCCO1.O=C1OCCO1.O=C1OCCO1", "de_lowest_kcal_mol": 175.08, "elements": ["C", "C", "O", "C", "O", "O", "H", "H", "H", "H", "C", "C", "O", "C", "O", "O", "H", "H", "H", "H", "C", "C", "O", "C", "O", "O", "H", "H", "H", "H", "C", "C", "C", "O", "C", "O", "O", "H", "H", "H", "H", "H", "H", "C", "C", "C", "O", "C", "O", "O", "H", "H", "H", "H", "H", "H", "C", "C", "C", "O", "C", "O", "O", "H", "H", "H", "H", "H", "H", "C", "C", "C", "O", "C", "O", "O", "H", "H", "H", "H", "H", "H", "C", "C", "C", "O", "C", "O", "O", "H", "H", "H", "H", "H", "H", "C", "C", "C", "O", "C", "O", "O", "H", "H", "H", "H", "H", "H"], "coordinates": [[-3.14, 3.12, 14.15], [-1.79, 3.44, 14.69], [-2.20, 4.63, 15.46], [-3.23, 5.10, 15.04], [-3.74, 6.18, 15.36], [-3.80, 4.36, 14.07], [-3.70, 2.45, 14.81], [-3.18, 2.56, 13.21], [-1.06, 3.58, 13.90], [-1.38, 2.71, 15.39], [-4.04, 11.08, 1.38], [-5.03, 12.24, 1.52], [-4.63, 12.88, 2.66], [-3.28, 12.60, 2.86], [-2.56, 13.11, 3.75], [-2.93, 11.60, 2.09], [-3.76, 10.95, 0.33], [-4.44, 10.16, 1.80], [-5.97, 11.68, 1.49], [-5.01, 12.80, 0.58], [-15.22, 4.04, 5.00], [-14.91, 5.00, 3.91], [-14.02, 4.27, 3.10], [-13.30, 3.35, 3.87], [-12.24, 2.78, 3.64], [-14.04, 3.23, 5.03], [-16.03, 3.34, 4.77], [-15.27, 4.57, 5.95], [-14.44, 5.94, 4.18], [-15.62, 5.42, 3.20], [-6.60, -3.51, 10.87], [-6.89, -4.89, 11.46], [-8.21, -4.94, 12.25], [-8.80, -6.16, 11.88], [-8.05, -6.64, 10.86], [-8.11, -7.82, 10.37], [-7.16, -5.71, 10.43], [-5.59, -3.41, 10.46], [-6.56, -2.77, 11.67], [-7.31, -3.30, 10.07], [-6.06, -5.20, 12.10], [-8.83, -4.07, 12.04], [-7.90, -4.86, 13.29], [-13.60, 4.25, 12.10], [-13.71, 2.87, 12.88], [-13.79, 1.64, 12.03], [-12.31, 1.44, 12.03], [-11.68, 1.95, 13.06], [-10.62, 1.67, 13.55], [-12.53, 2.76, 13.62], [-12.74, 4.30, 11.43], [-13.43, 5.13, 12.72], [-14.51, 4.49, 11.55], [-14.67, 2.88, 13.40], [-14.30, 1.71, 11.07], [-14.29, 0.87, 12.62], [-3.28, 2.92, 1.14], [-2.26, 1.86, 1.55], [-2.23, 0.59, 0.66], [-1.03, 0.86, -0.04], [-0.44, 2.03, 0.38], [0.67, 2.45, 0.09], [-1.08, 2.61, 1.29], [-4.25, 2.45, 1.02], [-3.04, 3.40, 0.19], [-3.58, 3.69, 1.84], [-2.28, 1.51, 2.58], [-3.11, 0.53, 0.02], [-2.09, -0.37, 1.16], [-0.13, 6.18, 5.93], [1.30, 6.02, 5.30], [1.66, 6.88, 4.07], [2.82, 7.54, 4.48], [3.11, 7.33, 5.77], [4.13, 7.73, 6.37], [2.11, 6.54, 6.31], [-0.87, 5.86, 5.20], [-0.34, 7.15, 6.36], [-0.35, 5.45, 6.71], [1.55, 4.96, 5.18], [0.97, 7.72, 3.97], [1.77, 6.32, 3.14], [-9.22, 9.76, 15.72], [-9.74, 9.00, 16.93], [-10.15, 9.92, 18.07], [-11.49, 9.54, 18.37], [-11.93, 8.69, 17.39], [-13.10, 8.41, 17.21], [-10.90, 8.33, 16.62], [-8.94, 9.03, 14.97], [-8.43, 10.50, 15.84], [-9.93, 10.48, 15.31], [-9.01, 8.29, 17.31], [-10.22, 10.98, 17.81], [-9.39, 9.84, 18.85], [-6.88, 3.05, 7.62], [-7.74, 4.28, 7.81], [-7.14, 5.47, 8.57], [-7.05, 6.53, 7.54], [-7.51, 6.13, 6.31], [-7.51, 6.81, 5.29], [-7.71, 4.76, 6.46], [-7.42, 2.44, 6.90], [-6.90, 2.57, 8.60], [-5.89, 3.27, 7.22], [-8.67, 3.92, 8.27], [-6.22, 5.14, 9.06], [-7.91, 5.65, 9.32]], "lowdin_charge": [-0.165, -0.029, 0.159, -0.692, 0.108, 0.077, 0.133, 0.135, 0.137, 0.137, -0.112, -0.185, 0.072, -0.482, 0.108, 0.074, 0.132, 0.132, 0.132, 0.130, -0.115, -0.164, 0.026, -0.449, 0.139, 0.024, 0.137, 0.135, 0.130, 0.136, -0.018, -0.388, -0.105, 0.093, -0.442, 0.083, 0.087, 0.080, 0.086, 0.096, 0.156, 0.135, 0.135, -0.006, -0.317, -0.026, 0.066, -0.630, 0.154, 0.103, 0.080, 0.079, 0.074, 0.151, 0.141, 0.132, -0.025, -0.263, -0.081, 0.058, -0.605, 0.132, 0.101, 0.080, 0.102, 0.086, 0.153, 0.129, 0.132, -0.021, -0.303, -0.083, 0.068, -0.473, 0.104, 0.044, 0.074, 0.091, 0.074, 0.150, 0.137, 0.140, -0.021, -0.352, -0.103, 0.067, -0.508, 0.131, 0.100, 0.088, 0.088, 0.090, 0.155, 0.132, 0.134, -0.038, -0.325, -0.053, 0.044, -0.465, 0.133, 0.026, 0.090, 0.087, 0.096, 0.148, 0.131, 0.125]}

---

# 6
{"formula": "C14H20N3O4Pt", "method": "wB97M-V/def2-TZVPD", "total_energy_ev": -30715.93241, "spin_multiplicity": 5, "total_charge": 3, "s_squared": 6.0275, "homo_lumo_gap_ev": [8.80, 5.14], "elements": ["Pt", "C", "C", "N", "C", "C", "N", "C", "C", "N", "H", "H", "H", "H", "H", "H", "H", "H", "H", "H", "H", "H", "H", "H", "H", "O", "C", "O", "C", "C", "C", "C", "O", "C", "O", "C", "C", "H", "H", "H", "H", "H"], "coordinates": [[1.24, 0.80, 0.68], [-1.25, 0.77, 2.48], [-0.67, 2.21, 2.44], [0.82, 2.15, 2.34], [1.54, 1.79, 3.59], [2.67, 0.86, 3.27], [2.37, -0.08, 2.20], [1.69, -1.32, 2.72], [0.20, -1.21, 2.77], [-0.44, -0.27, 1.80], [-1.38, 0.49, 3.53], [-2.30, 0.87, 2.09], [-1.02, 2.72, 1.53], [-1.08, 2.80, 3.27], [1.17, 3.10, 2.10], [1.96, 2.66, 4.08], [0.89, 1.26, 4.32], [3.55, 1.42, 3.01], [2.85, 0.33, 4.22], [3.26, -0.36, 1.76], [1.98, -2.11, 2.01], [2.04, -1.65, 3.70], [-0.10, -2.24, 2.57], [-0.06, -0.95, 3.79], [-1.00, -0.77, 1.10], [0.13, 0.92, -1.07], [0.64, -0.18, -1.54], [1.68, -0.72, -0.95], [-0.11, -0.65, -2.76], [0.10, -1.92, -3.33], [-0.76, -2.39, -4.30], [-1.71, -1.49, -4.82], [-2.60, -1.75, -5.79], [-3.08, -0.41, -6.20], [-2.67, 0.51, -5.16], [-1.87, -0.18, -4.30], [-1.06, 0.25, -3.30], [0.86, -2.56, -2.93], [-0.63, -3.45, -4.54], [-4.18, -0.47, -6.31], [-2.51, -0.13, -7.08], [-1.17, 1.32, -2.98]], "mulliken_spin": [2.000, 0.002, 0.008, 0.191, -0.003, 0.005, 0.149, 0.004, 0.009, 0.322, 0.005, 0.010, -0.003, 0.010, -0.004, 0.007, 0.000, -0.003, 0.005, 0.000, -0.003, 0.005, 0.012, -0.001, -0.014, 0.168, 0.011, 0.167, 0.084, 0.019, 0.012, 0.177, 0.194, -0.002, 0.201, 0.233, -0.016, -0.003, -0.004, 0.019, 0.023, 0.003]}

---

# 7
{"formula": "C55H62Br3F5O18", "method": "wB97M-V/def2-TZVPD", "total_energy_ev": -318605.92948, "spin_multiplicity": 1, "homo_lumo_gap_ev": 8.08, "smiles": "C[C@H]1COC(=O)O1.C[C@H]1COC(=O)O1.C[C@H]1COC(=O)O1.C[C@H]1COC(=O)O1.C[C@H]1COC(=O)O1.C[C@H]1COC(=O)O1.BrC(Br)Br.Fc1ccccc1.Fc1ccccc1.Fc1ccccc1.Fc1ccccc1.Fc1ccccc1", "elements": ["C", "C", "C", "O", "C", "O", "O", "H", "H", "H", "H", "H", "H", "C", "C", "C", "O", "C", "O", "O", "H", "H", "H", "H", "H", "H", "C", "C", "C", "O", "C", "O", "O", "H", "H", "H", "H", "H", "H", "C", "C", "C", "O", "C", "O", "O", "H", "H", "H", "H", "H", "H", "C", "C", "C", "O", "C", "O", "O", "H", "H", "H", "H", "H", "H", "C", "C", "C", "O", "C", "O", "O", "H", "H", "H", "H", "H", "H", "F", "C", "C", "C", "C", "C", "C", "H", "H", "H", "H", "H", "F", "C", "C", "C", "C", "C", "C", "H", "H", "H", "H", "H", "F", "C", "C", "C", "C", "C", "C", "H", "H", "H", "H", "H", "F", "C", "C", "C", "C", "C", "C", "H", "H", "H", "H", "H", "F", "C", "C", "C", "C", "C", "C", "H", "H", "H", "H", "H", "C", "Br", "Br", "Br", "H"], "coordinates": [[2.52, -5.59, 0.55], [3.23, -4.53, 1.39], [4.72, -4.41, 1.22], [5.04, -3.08, 1.03], [3.89, -2.41, 0.88], [3.82, -1.17, 0.63], [2.80, -3.28, 1.05], [2.56, -6.51, 1.13], [2.98, -5.84, -0.40], [1.49, -5.33, 0.28], [3.04, -4.82, 2.43], [4.95, -4.97, 0.32], [5.28, -4.84, 2.06], [7.25, 3.20, 0.23], [6.09, 2.19, 0.74], [5.78, 2.24, 2.21], [4.40, 2.53, 2.22], [3.93, 2.69, 1.05], [2.72, 2.92, 0.76], [4.92, 2.61, 0.17], [6.94, 4.21, 0.49], [7.23, 3.14, -0.86], [8.21, 3.08, 0.74], [6.34, 1.15, 0.51], [6.27, 2.96, 2.86], [5.79, 1.35, 2.84], [-0.46, 1.03, 1.21], [0.32, 0.17, 0.27], [-0.08, -1.33, 0.32], [-0.57, -1.71, -0.91], [-0.46, -0.60, -1.77], [-1.02, -0.65, -2.87], [-0.06, 0.51, -1.06], [-0.14, 2.07, 1.16], [-0.16, 0.58, 2.16], [-1.54, 1.03, 1.36], [1.39, 0.36, 0.37], [-0.84, -1.48, 1.10], [0.82, -1.90, 0.52], [-3.90, -6.74, 0.82], [-2.50, -6.23, 0.40], [-2.03, -4.77, 0.60], [-0.99, -4.73, 1.55], [-0.81, -6.05, 2.06], [0.07, -6.48, 2.72], [-1.78, -6.85, 1.43], [-4.70, -6.61, 0.09], [-4.12, -6.19, 1.73], [-3.95, -7.82, 0.96], [-2.17, -6.60, -0.57], [-2.84, -4.08, 0.86], [-1.48, -4.48, -0.29], [1.93, 2.30, -4.08], [2.86, 2.22, -2.87], [3.50, 0.82, -2.57], [4.92, 1.08, -2.54], [5.15, 2.26, -3.04], [6.31, 2.66, -3.25], [4.04, 2.94, -3.17], [1.92, 1.47, -4.79], [1.94, 3.20, -4.70], [0.97, 2.44, -3.59], [2.26, 2.64, -2.07], [3.13, 0.12, -3.33], [2.95, 0.49, -1.69], [0.19, -2.39, -5.66], [1.17, -3.55, -5.99], [2.61, -3.23, -6.42], [3.23, -2.94, -5.16], [2.58, -3.52, -4.22], [2.84, -3.39, -3.05], [1.50, -4.13, -4.74], [0.20, -1.85, -6.60], [0.51, -1.80, -4.80], [-0.83, -2.76, -5.67], [0.70, -4.27, -6.65], [2.69, -2.35, -7.06], [3.10, -4.08, -6.90], [-0.89, 3.42, -2.14], [-1.00, 4.50, -1.43], [-0.16, 4.76, -0.38], [-0.58, 5.72, 0.54], [-1.79, 6.41, 0.41], [-2.70, 6.04, -0.58], [-2.24, 5.20, -1.60], [0.79, 4.23, -0.34], [0.03, 5.87, 1.41], [-1.91, 7.32, 0.98], [-3.69, 6.45, -0.53], [-2.98, 5.02, -2.36], [-7.33, 2.90, -4.57], [-6.23, 2.10, -4.73], [-5.12, 2.32, -3.95], [-4.06, 1.43, -3.83], [-4.05, 0.41, -4.73], [-5.13, 0.20, -5.67], [-6.27, 1.06, -5.63], [-5.04, 3.23, -3.38], [-3.19, 1.45, -3.19], [-3.29, -0.36, -4.71], [-5.22, -0.54, -6.46], [-7.17, 0.71, -6.12], [-0.64, 5.80, 6.01], [-1.68, 5.45, 5.20], [-2.98, 5.56, 5.62], [-4.06, 5.17, 4.83], [-3.77, 4.52, 3.60], [-2.43, 4.33, 3.16], [-1.45, 4.82, 3.97], [-3.12, 6.01, 6.59], [-5.06, 5.38, 5.18], [-4.46, 4.16, 2.85], [-2.20, 3.79, 2.25], [-0.48, 4.55, 3.57], [-6.42, 1.52, 2.10], [-5.63, 0.98, 1.22], [-5.78, -0.30, 0.87], [-4.92, -0.92, -0.03], [-3.95, -0.15, -0.69], [-3.75, 1.22, -0.23], [-4.72, 1.75, 0.60], [-6.70, -0.74, 1.25], [-5.03, -1.95, -0.33], [-3.23, -0.51, -1.41], [-2.91, 1.75, -0.65], [-4.58, 2.80, 0.85], [5.00, -3.32, 4.55], [3.74, -3.08, 4.28], [2.77, -4.03, 4.59], [1.40, -3.71, 4.40], [1.03, -2.47, 3.87], [2.02, -1.54, 3.63], [3.36, -1.82, 3.87], [3.09, -4.95, 5.05], [0.64, -4.32, 4.86], [-0.02, -2.21, 3.79], [1.70, -0.58, 3.26], [4.19, -1.14, 3.77], [-2.08, 1.08, 6.18], [-0.48, 1.30, 5.00], [-3.68, 0.84, 5.05], [-2.28, 2.57, 7.61], [-1.78, 0.20, 6.76]], "lowdin_charge": [0.006, -0.366, -0.117, 0.102, -0.435, 0.081, 0.066, 0.088, 0.082, 0.081, 0.116, 0.135, 0.142, 0.026, -0.286, -0.072, 0.108, -0.549, 0.066, 0.096, 0.081, 0.065, 0.078, 0.157, 0.137, 0.134, -0.031, -0.288, -0.120, 0.043, -0.439, 0.095, 0.051, 0.081, 0.030, 0.080, 0.136, 0.133, 0.118, -0.019, -0.297, -0.110, 0.012, -0.439, 0.165, 0.016, 0.076, 0.090, 0.086, 0.148, 0.133, 0.129, -0.012, -0.274, -0.039, 0.099, -0.586, 0.083, 0.099, 0.081, 0.089, 0.061, 0.132, 0.123, 0.116, 0.005, -0.293, -0.056, 0.099, -0.640, 0.143, 0.059, 0.082, 0.081, 0.087, 0.152, 0.136, 0.136, 0.085, -0.309, -0.012, -0.086, -0.101, -0.086, 0.000, 0.098, 0.100, 0.104, 0.103, 0.100, 0.036, -0.281, -0.021, -0.090, -0.086, -0.035, -0.022, 0.108, 0.095, 0.088, 0.089, 0.111, 0.043, -0.279, -0.070, -0.057, -0.073, -0.104, -0.057, 0.115, 0.101, 0.079, 0.097, 0.106, 0.109, -0.377, -0.025, -0.063, -0.047, -0.054, -0.024, 0.124, 0.098, 0.082, 0.093, 0.108, 0.094, -0.328, -0.013, -0.053, -0.083, -0.086, -0.014, 0.120, 0.104, 0.101, 0.089, 0.123, -1.401, 0.559, 0.543, 0.506, -0.038]}

---

# 8
{"formula": "C4H13NOS", "method": "wB97M-V/def2-TZVPD", "total_energy_ev": -18729.14377, "spin_multiplicity": 2, "total_charge": -1, "s_squared": 0.7504, "homo_lumo_gap_ev": [2.19, 9.02], "de_lowest_kcal_mol": 37.93, "elements": ["C", "C", "C", "S", "C", "N", "H", "H", "H", "H", "H", "H", "H", "H", "H", "H", "H", "H", "H", "O"], "coordinates": [[-1.40, 1.17, -0.01], [0.06, 1.39, -0.47], [0.47, 0.67, -1.75], [2.18, 0.61, -2.19], [-1.70, -0.33, 0.06], [-0.55, -1.05, 0.73], [-2.16, 1.59, -0.82], [-1.61, 1.84, 0.90], [0.52, 1.12, 0.48], [0.29, 2.52, -0.52], [-0.41, 0.93, -2.44], [0.32, -0.43, -1.47], [2.48, 1.96, -2.19], [-1.76, -0.77, -0.98], [-2.56, -0.68, 0.69], [0.08, -1.59, 0.13], [-1.07, -1.92, 1.00], [1.57, -1.95, 3.01], [2.75, -2.97, 2.74], [2.51, -2.10, 3.08]], "mulliken_spin": [-0.309, 0.367, 0.240, -0.002, 1.349, 0.092, -0.049, -0.050, 0.090, -0.016, 0.063, -0.126, -0.031, -0.025, -0.257, 0.081, -0.588, -0.081, -0.131, 0.383]}